This record from the OMol25 dataset describes C29H31AsAuBNO2S2 as an isolated structure. The level of theory is the ωB97M-V functional and the def2-TZVPD basis.

Element x y z (Å)
Au  1.02890  -1.11685  -1.89537
S  3.45059  -1.19037  -1.39977
C  3.87427  -0.76439  0.23898
C  5.25632  -0.62326  0.47313
C  5.77229  -0.39217  1.73063
C  4.91517  -0.27715  2.81757
C  3.55039  -0.37411  2.60514
C  3.00181  -0.61138  1.34256
As  1.05141  -0.60307  1.12093
C  0.71883  -2.52812  0.94550
C  1.73254  -3.47571  0.85365
C  1.43203  -4.81378  0.63739
C  0.11258  -5.22354  0.52142
C  -0.90905  -4.28994  0.63238
C  -0.60328  -2.95505  0.83892
C  0.55129  -0.52648  3.04360
C  0.20208  0.71881  3.56320
C  -0.22670  0.85717  4.87508
C  -0.32843  -0.26215  5.68937
C  0.01547  -1.50977  5.18775
C  0.45319  -1.63793  3.87675
H  5.91182  -0.71371  -0.38424
H  6.84473  -0.30430  1.86538
H  5.30213  -0.11494  3.81641
H  2.89034  -0.26386  3.45580
H  2.76573  -3.16756  0.93554
H  2.23658  -5.53311  0.54332
H  -0.12097  -6.26550  0.33661
H  -1.94235  -4.60234  0.53893
H  -1.40168  -2.22172  0.90429
H  0.27291  1.58958  2.91861
H  -0.49547  1.83325  5.26193
H  -0.67930  -0.16404  6.70986
H  -0.06151  -2.38728  5.81898
H  0.73091  -2.61262  3.49362
C  -3.92391  -1.74496  -1.63270
C  -3.18348  -1.06717  -2.78869
C  -3.96294  -1.31262  -4.07608
O  -1.89232  -1.66710  -2.88739
B  -0.93856  -0.84827  -2.27075
O  -1.56876  0.33705  -1.87467
C  -2.84391  0.42607  -2.50314
C  -2.64945  1.23390  -3.79230
C  -3.81883  1.14228  -1.58329
H  -3.88283  -2.82304  -1.79264
H  -4.96929  -1.43135  -1.59369
H  -3.44463  -1.52829  -0.67688
H  -4.20346  -2.37431  -4.15053
H  -3.37866  -1.03621  -4.95165
H  -4.89710  -0.74578  -4.07256
H  -1.99071  0.68891  -4.46908
H  -2.15536  2.17244  -3.53807
H  -3.59880  1.44398  -4.28956
H  -3.85750  0.65735  -0.60901
H  -4.82055  1.15796  -2.01972
H  -3.48057  2.16934  -1.43870
S  1.66914  2.19522  -1.65008
C  1.27827  3.79747  -1.56463
N  1.21283  4.42556  -0.33091
C  1.00033  5.75289  -0.15583
C  0.76937  6.55981  -1.21780
C  0.73897  5.97385  -2.51658
C  0.97165  4.64604  -2.67884
H  1.40122  3.81745  0.45280
H  1.02379  6.11479  0.86229
H  0.61133  7.61858  -1.07900
H  0.52507  6.60010  -3.37353
H  0.95413  4.17545  -3.65066

As for the multiplicity: 1. The charge is -1. Its HOMO energy is -3.88 eV. Its calculated total energy is -123043.635 eV.